Model a:
{
  "formula": "C2H6NO3",
  "method": "the ωB97M-V functional and the def2-TZVPD basis",
  "species": ["O", "C", "O", "C", "N", "O", "H", "H", "H", "H", "H", "H"],
  "positions_angstrom": [[-0.629, 0.431, 1.227], [-1.020, 0.045, 0.005], [-1.056, 1.224, -0.806], [0.116, -0.802, -0.619], [1.384, -0.731, 0.478], [1.572, 0.676, 0.415], [-2.003, -0.387, -0.090], [-0.244, 1.754, -0.571], [-0.098, -1.868, -0.721], [0.608, -0.615, -1.524], [0.880, -0.784, 1.447], [0.491, 1.057, 0.758]],
  "smiles": "[O-][C@@H](O)CNO",
  "homo_lumo_gap_ev": 7.77,
  "charge": -1,
  "homo_energy_ev": -3.282
}

---

Model b:
{
  "formula": "C2H6NO3",
  "method": "the ωB97M-V functional and the def2-TZVPD basis",
  "species": ["C", "N", "C", "O", "O", "H", "H", "H", "H", "H", "H", "O"],
  "positions_angstrom": [[0.370, 1.002, 0.226], [-0.060, 0.559, 1.518], [-1.520, 0.600, 1.656], [-2.028, -0.380, 2.249], [-2.095, 1.645, 1.290], [0.036, 0.394, -0.647], [-0.010, 2.015, 0.056], [1.466, 1.027, 0.119], [0.294, -0.340, 1.803], [1.979, -2.295, -2.682], [0.469, -1.874, -2.534], [1.099, -2.352, -3.056]],
  "homo_lumo_gap_ev": 7.10,
  "charge": -1,
  "homo_energy_ev": -3.849
}

---

Most stable to least stable: model b, model a

---

Model a:
{
  "formula": "C2H6NO3",
  "method": "the ωB97M-V functional and the def2-TZVPD basis",
  "species": ["C", "N", "C", "O", "O", "H", "H", "H", "H", "H", "H", "O"],
  "positions_angstrom": [[1.051, 0.515, 2.079], [1.182, -0.627, 1.168], [0.107, -0.692, 0.146], [0.387, -1.407, -0.829], [-0.789, 0.189, 0.225], [0.256, 1.244, 1.903], [0.642, 0.106, 2.988], [2.020, 0.925, 2.397], [2.072, -0.755, 0.719], [-1.256, 1.275, -3.274], [-1.419, 0.853, -1.853], [-1.778, 1.490, -2.502]],
  "homo_lumo_gap_ev": 8.44,
  "charge": -1,
  "homo_energy_ev": -4.262
}

---

Model b:
{
  "formula": "C2H6NO3",
  "method": "the ωB97M-V functional and the def2-TZVPD basis",
  "species": ["C", "N", "C", "O", "O", "H", "H", "H", "H", "H", "H", "O"],
  "positions_angstrom": [[1.254, 0.200, -1.731], [0.472, -0.678, -0.907], [-0.417, -0.055, 0.046], [-0.045, 1.060, 0.460], [-1.431, -0.709, 0.346], [0.636, 1.038, -2.056], [1.943, 0.742, -1.050], [1.836, -0.190, -2.563], [0.279, -1.650, -0.944], [-1.252, 0.778, 2.969], [-1.600, -0.452, 2.267], [-1.674, -0.085, 3.164]],
  "homo_lumo_gap_ev": 8.29,
  "charge": -1,
  "homo_energy_ev": -4.162
}

---

Most stable to least stable: model b, model a

---

Model a:
{
  "formula": "C11H22N2O4",
  "method": "the ωB97M-V functional and the def2-TZVPD basis",
  "species": ["C", "C", "O", "C", "O", "N", "C", "C", "C", "C", "C", "N", "C", "O", "O", "C", "C", "H", "H", "H", "H", "H", "H", "H", "H", "H", "H", "H", "H", "H", "H", "H", "H", "H", "H", "H", "H", "H", "H"],
  "positions_angstrom": [[3.447, -4.718, -1.538], [2.835, -3.441, -2.083], [1.917, -2.930, -1.117], [1.523, -1.645, -1.305], [1.886, -0.950, -2.219], [0.691, -1.272, -0.309], [0.028, 0.007, -0.280], [-1.455, -0.061, -0.701], [-1.561, -0.518, -2.156], [-2.224, -1.029, 0.204], [-2.057, 1.356, -0.594], [-2.084, 1.875, 0.750], [-1.242, 2.841, 1.180], [-0.433, 3.416, 0.499], [-1.459, 3.084, 2.497], [-0.629, 4.082, 3.090], [0.739, 3.529, 3.464], [3.979, -4.513, -0.612], [4.142, -5.127, -2.265], [2.670, -5.450, -1.336], [2.294, -3.631, -3.018], [3.599, -2.682, -2.281], [0.447, -1.967, 0.377], [0.105, 0.423, 0.728], [0.571, 0.657, -0.969], [-1.119, -1.503, -2.276], [-1.032, 0.169, -2.810], [-2.602, -0.568, -2.467], [-3.292, -0.961, 0.007], [-1.914, -2.053, 0.013], [-2.048, -0.807, 1.254], [-1.456, 2.053, -1.182], [-3.077, 1.345, -0.991], [-2.712, 1.469, 1.423], [-1.177, 4.412, 3.974], [-0.518, 4.913, 2.387], [1.270, 3.223, 2.566], [1.316, 4.298, 3.969], [0.633, 2.672, 4.125]],
  "smiles": "CCOC(=O)NCC(C)(C)CNC(=O)OCC",
  "homo_lumo_gap_ev": 10.07,
  "homo_energy_ev": -9.410
}

---

Model b:
{
  "formula": "C11H22N2O4",
  "method": "the ωB97M-V functional and the def2-TZVPD basis",
  "species": ["C", "O", "C", "C", "N", "C", "C", "O", "C", "C", "O", "N", "C", "C", "O", "C", "C", "H", "H", "H", "H", "H", "H", "H", "H", "H", "H", "H", "H", "H", "H", "H", "H", "H", "H", "H", "H", "H", "H"],
  "positions_angstrom": [[-1.192, -2.073, -1.467], [-1.534, -2.273, -0.114], [-0.469, -2.155, 0.804], [-0.506, -0.847, 1.615], [-0.301, 0.371, 0.849], [-1.413, 1.303, 0.805], [-2.577, 0.854, -0.084], [-3.703, 1.636, 0.251], [-4.819, 1.345, -0.547], [0.616, 0.484, -0.166], [0.405, 1.159, -1.158], [1.783, -0.255, -0.012], [2.638, -0.337, -1.189], [3.623, 0.833, -1.243], [4.397, 0.891, -0.063], [3.571, 1.033, 1.067], [2.580, -0.134, 1.197], [-2.105, -2.242, -2.035], [-0.831, -1.059, -1.659], [-0.429, -2.791, -1.789], [0.494, -2.256, 0.295], [-0.578, -2.981, 1.518], [0.231, -0.938, 2.421], [-1.493, -0.768, 2.074], [-1.034, 2.257, 0.435], [-1.788, 1.447, 1.821], [-2.313, 0.992, -1.141], [-2.795, -0.212, 0.084], [-4.615, 1.546, -1.606], [-5.625, 1.991, -0.204], [-5.121, 0.295, -0.443], [2.007, -0.332, -2.078], [3.190, -1.281, -1.127], [4.328, 0.711, -2.066], [3.061, 1.768, -1.374], [4.236, 1.067, 1.932], [3.005, 1.976, 1.002], [1.943, 0.045, 2.059], [3.132, -1.070, 1.335]],
  "smiles": "COCCN(CCOC)C(=O)N1CCOCC1",
  "homo_lumo_gap_ev": 9.69,
  "homo_energy_ev": -8.870
}

---

Most stable to least stable: model a, model b

---

Model a:
{
  "formula": "C3H4BaO3",
  "method": "the ωB97M-V functional and the def2-TZVPD basis",
  "species": ["O", "C", "O", "O", "C", "C", "H", "H", "H", "Ba", "H"],
  "positions_angstrom": [[0.459, -0.522, -1.840], [-0.202, 0.541, -1.560], [0.523, 1.596, -1.646], [-1.227, 0.479, -0.744], [-0.770, 0.219, 0.954], [-0.681, -1.060, 1.305], [-1.190, 1.143, 1.347], [-1.311, -1.818, 0.839], [0.222, -1.611, 1.568], [2.799, 0.447, -1.058], [1.377, 0.586, 0.835]],
  "homo_lumo_gap_ev": [5.74, 5.74],
  "homo_energy_ev": [-6.951, -6.950]
}

---

Model b:
{
  "formula": "C3H4BaO3",
  "method": "the ωB97M-V functional and the def2-TZVPD basis",
  "species": ["O", "C", "O", "O", "C", "C", "H", "H", "H", "Ba", "H"],
  "positions_angstrom": [[0.776, -0.814, -2.218], [-0.107, 0.120, -2.516], [-0.469, 0.823, -1.460], [-0.648, 0.223, -3.625], [0.168, -0.161, 3.127], [-0.235, -1.433, 2.967], [-0.523, 0.685, 3.082], [-1.283, -1.674, 2.768], [0.462, -2.269, 3.072], [0.619, -0.557, 0.146], [1.228, 0.075, 3.335]],
  "homo_lumo_gap_ev": 6.23,
  "homo_energy_ev": -7.309
}

---

Most stable to least stable: model b, model a

---

Model a:
{
  "formula": "CH3N3O2S",
  "method": "the ωB97M-V functional and the def2-TZVPD basis",
  "species": ["H", "N", "N", "O", "C", "S", "N", "O", "H", "H"],
  "positions_angstrom": [[1.201, -1.745, 1.338], [0.607, -0.957, 1.072], [1.086, -0.308, 0.136], [2.135, -0.496, -0.468], [0.302, 0.867, -0.297], [-1.339, 0.935, 0.481], [-1.962, -0.252, -0.486], [-3.096, -0.642, -0.389], [0.852, 1.762, -0.003], [0.214, 0.835, -1.384]],
  "smiles": "[H]/N=[N+](\\[O-])CSN=O",
  "homo_lumo_gap_ev": 9.00,
  "homo_energy_ev": -9.341
}

---

Model b:
{
  "formula": "CH3N3O2S",
  "method": "the ωB97M-V functional and the def2-TZVPD basis",
  "species": ["H", "N", "N", "O", "C", "S", "N", "O", "H", "H"],
  "positions_angstrom": [[0.221, 0.142, 2.400], [-0.212, -0.123, 1.518], [0.271, 0.422, 0.515], [1.174, 1.239, 0.453], [-0.304, -0.033, -0.772], [-1.901, -0.830, -0.465], [-1.110, -1.838, 0.684], [-1.732, -2.503, 1.453], [-0.425, 0.827, -1.432], [0.399, -0.750, -1.205]],
  "smiles": "[H]/N=[N+](\\[O-])CSN=O",
  "homo_lumo_gap_ev": 8.87,
  "homo_energy_ev": -8.778
}

---

Model c:
{
  "formula": "CH3N3O2S",
  "method": "the ωB97M-V functional and the def2-TZVPD basis",
  "species": ["C", "N", "N", "N", "O", "O", "S", "H", "H", "H"],
  "positions_angstrom": [[0.032, 0.495, 0.148], [1.012, -0.416, -0.130], [-1.210, 0.078, 0.117], [0.465, 1.773, 0.379], [0.269, -2.679, 0.846], [0.129, -2.387, -1.545], [0.254, -1.832, -0.301], [-1.932, 0.763, 0.214], [1.350, 1.883, -0.039], [-0.369, 2.321, 0.311]],
  "homo_lumo_gap_ev": 8.68,
  "homo_energy_ev": -9.722
}

---

Model d:
{
  "formula": "CH3N3O2S",
  "method": "the ωB97M-V functional and the def2-TZVPD basis",
  "species": ["C", "N", "N", "N", "O", "O", "S", "H", "H", "H"],
  "positions_angstrom": [[-1.270, 0.455, -0.327], [-0.461, 1.369, 0.220], [0.725, 1.254, 0.436], [-0.207, -1.194, -0.008], [1.975, -0.804, 1.209], [1.872, -0.160, -1.236], [1.247, -0.331, 0.043], [-2.064, 0.203, 0.163], [-1.441, 0.619, -1.462], [-0.375, -1.411, 0.962]],
  "homo_lumo_gap_ev": 9.47,
  "homo_energy_ev": -10.379
}

---

Most stable to least stable: model c, model d, model a, model b

---

Model a:
{
  "formula": "CH26LiO16",
  "method": "the ωB97M-V functional and the def2-TZVPD basis",
  "species": ["Li", "C", "O", "O", "O", "O", "H", "H", "O", "H", "H", "O", "H", "H", "O", "H", "H", "O", "H", "H", "O", "H", "H", "O", "H", "H", "O", "H", "H", "O", "H", "H", "O", "H", "H", "O", "H", "H", "O", "H", "H", "O", "H", "H"],
  "positions_angstrom": [[18.614, 5.498, -13.704], [16.651, 4.347, -14.201], [17.831, 3.727, -14.240], [15.691, 3.726, -13.652], [16.613, 5.590, -14.482], [14.361, 2.255, -15.525], [14.700, 2.819, -14.880], [14.418, 2.793, -16.309], [15.023, 1.587, -11.977], [14.209, 1.169, -12.279], [15.130, 2.231, -12.672], [17.700, 2.228, -12.044], [16.814, 2.086, -11.842], [17.759, 2.932, -12.707], [15.464, 4.819, -11.344], [15.612, 4.487, -12.207], [16.031, 4.376, -10.757], [13.760, 5.626, -14.388], [13.781, 6.291, -15.034], [14.629, 5.255, -14.483], [17.649, 8.071, -15.544], [17.047, 7.455, -15.956], [18.443, 7.479, -15.612], [12.716, 4.157, -12.062], [12.675, 4.445, -12.941], [13.610, 4.435, -11.829], [16.862, 1.174, -14.612], [17.147, 1.351, -15.481], [16.645, 2.041, -14.203], [16.323, 6.109, -16.825], [16.442, 5.822, -15.872], [17.042, 5.712, -17.309], [16.329, 7.276, -12.565], [15.818, 6.826, -11.881], [16.400, 6.530, -13.197], [17.607, 2.857, -16.649], [17.752, 3.292, -15.808], [16.708, 2.983, -16.964], [19.896, 2.098, -14.267], [20.248, 1.891, -15.128], [19.347, 2.890, -14.396], [19.943, 3.877, -16.731], [19.954, 4.462, -15.997], [19.053, 3.504, -16.827]],
  "homo_lumo_gap_ev": 7.90,
  "charge": -1,
  "homo_energy_ev": -6.834
}

---

Model b:
{
  "formula": "CH26LiO16",
  "method": "the ωB97M-V functional and the def2-TZVPD basis",
  "species": ["Li", "C", "O", "O", "O", "O", "H", "H", "O", "H", "H", "O", "H", "H", "O", "H", "H", "O", "H", "H", "O", "H", "H", "O", "H", "H", "O", "H", "H", "O", "H", "H", "O", "H", "H", "O", "H", "H", "O", "H", "H", "O", "H", "H"],
  "positions_angstrom": [[-1.956, 1.602, -0.822], [-0.347, -0.013, -0.188], [-1.054, 0.715, 0.740], [0.923, -0.302, -0.039], [-0.967, -0.037, -1.322], [1.999, -1.950, 2.535], [2.483, -1.602, 1.789], [1.209, -1.381, 2.533], [-1.169, 2.813, 2.224], [-0.439, 3.374, 2.429], [-0.915, 2.110, 1.647], [3.287, -1.054, 0.296], [2.371, -0.739, 0.167], [3.799, -0.250, 0.302], [2.989, -1.581, -2.245], [2.047, -1.668, -2.407], [3.161, -1.216, -1.311], [-0.161, -0.430, 3.029], [-0.431, -0.026, 2.238], [-0.902, -1.028, 3.197], [1.549, 1.571, 1.639], [1.374, 2.479, 1.310], [1.189, 0.984, 0.973], [-3.085, -0.501, 1.661], [-3.041, 0.016, 2.422], [-2.304, -0.270, 1.159], [-3.263, 2.573, 0.552], [-3.997, 2.530, 1.166], [-2.562, 2.893, 1.104], [2.302, 1.455, -1.365], [2.061, 2.363, -1.516], [1.588, 1.030, -0.905], [0.305, -1.628, -2.912], [-0.121, -1.168, -2.194], [-0.437, -1.619, -3.536], [-2.927, -1.842, -1.753], [-2.197, -1.244, -1.765], [-2.696, -2.407, -1.054], [0.298, -2.888, -0.125], [0.650, -2.014, -0.247], [1.102, -3.450, -0.108], [-0.760, 1.293, -3.454], [-0.016, 1.816, -3.175], [-0.942, 0.690, -2.668]],
  "homo_lumo_gap_ev": 8.18,
  "charge": -1,
  "homo_energy_ev": -6.564
}

---

Most stable to least stable: model b, model a